Molecular formula: CH3N5
Method: DFT, the ωB97M-V functional and the def2-TZVPD basis

Last column: Löwdin charge in e.
Geometry (Å):
C1 0.7104 0.2578 -0.0896  -0.469
H1 1.8244 1.4500 -1.2526  0.053
H2 -1.9762 -1.3005 -0.0170  0.181
H3 -0.8198 0.6883 -0.8981  0.122
N1 1.7483 0.9183 -0.3808  0.128
N2 0.7253 -0.3259 1.2900  0.060
N3 -0.4390 -0.8889 1.5370  0.037
N4 -1.2662 -0.5949 0.4206  -0.112
N5 -0.5072 -0.2042 -0.6096  0.000

Properties
Relative energy (zero: lowest compared OMol25 entry of this formula, charge and spin) = 61.55 kcal per mole
Frontier orbital gap = 9.48 eV
M = 85.070 Da
LUMO energy = 0.1782 eV
E_tot = -8532.4257 eV

Molecular formula: CH3N5
Method: DFT, the ωB97M-V functional and the def2-TZVPD basis

Last column: Löwdin charge in e.
Geometry (Å):
C1 -0.1997 0.5404 0.6163  -0.527
H1 0.5470 2.2676 0.6756  0.037
H2 0.2957 -1.7396 -1.4454  0.146
H3 1.2694 0.3259 -1.0726  0.183
N1 -0.0608 1.6613 1.2789  0.075
N2 -1.1055 -0.4863 0.9791  0.048
N3 -0.9358 -1.5099 0.2699  -0.002
N4 -0.1500 -1.2015 -0.7187  -0.043
N5 0.3397 0.1421 -0.5831  0.082

Properties
Relative energy (zero: lowest compared OMol25 entry of this formula, charge and spin) = 48.97 kcal per mole
Frontier orbital gap = 9.01 eV
M = 85.070 Da
LUMO energy = 0.3509 eV
E_tot = -8532.9712 eV

Molecular formula: CH3N5
Method: DFT, the ωB97M-V functional and the def2-TZVPD basis

Last column: Löwdin charge in e.
Geometry (Å):
C1 -0.7157 0.1825 0.2362  -0.585
H1 -2.3177 0.1120 1.0822  0.131
H2 2.2805 -0.0983 -0.7820  0.131
H3 -0.0709 0.7793 -1.2773  0.064
N1 -1.9126 0.4726 0.0688  0.119
N2 -0.0319 -0.8504 1.0411  0.063
N3 1.1547 -0.9656 0.6364  -0.029
N4 1.3138 -0.3772 -0.5785  0.008
N5 0.2997 0.7454 -0.4270  0.097

Properties
Relative energy (zero: lowest compared OMol25 entry of this formula, charge and spin) = 67.13 kcal per mole
Frontier orbital gap = 9.78 eV
M = 85.070 Da
LUMO energy = 0.0270 eV
E_tot = -8532.1841 eV

Molecular formula: CH3N5
Method: DFT, the ωB97M-V functional and the def2-TZVPD basis

Last column: Löwdin charge in e.
Geometry (Å):
C1 0.4829 -0.1831 -0.6108  -0.471
H1 1.0081 -0.1568 -2.3955  0.036
H2 -0.5416 0.2728 2.2360  0.115
H3 0.9212 -1.3646 0.9643  0.125
N1 1.2237 -0.6343 -1.5373  0.120
N2 -0.6461 0.7288 -0.6181  0.056
N3 -1.1795 0.7819 0.4808  -0.016
N4 -0.6172 -0.0903 1.3273  -0.032
N5 0.6069 -0.4509 0.7559  0.067

Properties
Relative energy (zero: lowest compared OMol25 entry of this formula, charge and spin) = 32.91 kcal per mole
Frontier orbital gap = 9.85 eV
M = 85.070 Da
LUMO energy = 0.5522 eV
E_tot = -8533.6679 eV

Molecular formula: CH3N5
Method: DFT, the ωB97M-V functional and the def2-TZVPD basis

Last column: Löwdin charge in e.
Geometry (Å):
C1 -0.7332 -0.4348 -0.1111  -0.523
H1 -2.4972 0.3801 0.0629  0.055
H2 2.0770 0.6309 0.6970  0.162
H3 -0.2157 1.6825 0.1113  0.220
N1 -1.9977 -0.5284 -0.0671  0.101
N2 0.2788 -1.5614 -0.1310  0.074
N3 1.4799 -1.0852 -0.1102  -0.044
N4 1.5170 0.2785 -0.1540  -0.056
N5 0.0910 0.6377 -0.2977  0.011

Properties
Relative energy (zero: lowest compared OMol25 entry of this formula, charge and spin) = 59.91 kcal per mole
Frontier orbital gap = 9.59 eV
M = 85.070 Da
LUMO energy = 0.1743 eV
E_tot = -8532.4968 eV

Molecular formula: CH3N5
Method: DFT, the ωB97M-V functional and the def2-TZVPD basis

Last column: Löwdin charge in e.
Geometry (Å):
C1 0.6919 -0.4873 0.0457  -0.525
H1 2.4779 0.3591 -0.1915  0.118
H2 -2.0002 0.6263 0.5061  0.095
H3 0.3926 1.6205 -0.2899  0.169
N1 1.9030 -0.6002 -0.1043  0.106
N2 -0.3694 -1.5467 0.0949  0.071
N3 -1.5684 -1.0154 -0.0396  -0.023
N4 -1.4660 0.2968 -0.2673  -0.046
N5 -0.0613 0.7469 0.2459  0.036

Properties
Relative energy (zero: lowest compared OMol25 entry of this formula, charge and spin) = 66.38 kcal per mole
Frontier orbital gap = 9.80 eV
M = 85.070 Da
LUMO energy = -0.0956 eV
E_tot = -8532.2163 eV

Molecular formula: CH3N5O
Method: DFT, the ωB97M-V functional and the def2-TZVPD basis

Last column: Löwdin charge in e.
Geometry (Å):
C1 -0.2584 -1.1185 0.0100  -0.222
N1 -2.4771 -1.3467 0.5929  0.057
N2 -3.1317 -2.2272 0.5385  0.514
N3 -1.4619 -0.5861 0.6030  0.206
N4 -0.2917 -2.3555 -0.4530  0.143
N5 0.5899 -0.1718 -0.3053  0.299
O1 0.3974 -3.2592 -0.5466  0.372
H1 -1.7080 0.3910 0.8071  0.238
H2 0.5020 0.7164 -0.7651  0.173
H3 1.6483 -0.2450 -0.2887  0.221

Properties
Relative energy (zero: lowest compared OMol25 entry of this formula, charge and spin) = 39.54 kcal per mole
Charge = +2
Frontier orbital gap (spin up / spin down) = 8.33 / 8.30 eV
M = 101.069 Da
LUMO energy (spin up / spin down) = -12.6676 / -13.0654 eV
E_tot = -10556.5501 eV

Molecular formula: CH3N5S
Method: DFT, the ωB97M-V functional and the def2-TZVPD basis

Last column: Löwdin charge in e.
Geometry (Å):
C1 0.5678 0.8209 -0.0355  -0.534
H1 -1.9533 -0.2076 1.3340  -0.138
H2 2.7986 0.6061 0.4509  0.243
H3 0.9167 2.6742 -0.0313  0.040
N1 -0.2553 -0.3222 -0.2422  -0.445
N2 0.4965 -1.4789 -0.0378  -0.004
N3 1.6995 -1.1289 0.0963  -0.035
N4 1.7998 0.2173 -0.0207  0.012
N5 0.0855 2.0480 0.0059  0.071
S1 -1.9969 -0.2091 -0.0095  0.792

Properties
Relative energy (zero: lowest compared OMol25 entry of this formula, charge and spin) = 17.11 kcal per mole
Frontier orbital gap = 9.48 eV
M = 117.137 Da
LUMO energy = 0.4140 eV
E_tot = -19368.4198 eV

Molecular formula: CH3N5Se
Method: DFT, the ωB97M-V functional and the def2-TZVPD basis

Last column: Löwdin charge in e.
Geometry (Å):
C1 1.4820 -0.0644 0.0154  -0.560
N1 1.4115 -1.2049 -0.3635  -0.117
N2 0.4848 -2.0628 -0.5131  -0.072
N3 -0.7366 -1.4716 -0.3542  -0.054
N4 -0.7904 -0.2488 -0.0709  -0.158
N5 -1.9459 0.4001 0.1183  -0.006
Se1 2.4775 1.4411 -0.3511  0.829
H1 -1.7267 1.3733 0.3148  0.083
H2 -3.0070 -0.0206 0.1142  0.180
H3 2.3508 1.8587 1.0901  -0.125

Properties
Relative energy (zero: lowest compared OMol25 entry of this formula, charge and spin) = 67.51 kcal per mole
Frontier orbital gap (spin up / spin down) = 7.88 / 7.88 eV
M = 164.030 Da
LUMO energy (spin up / spin down) = -0.1670 / -0.1674 eV
E_tot = -73876.2362 eV

Molecular formula: CH3NO2
Method: DFT, the ωB97M-V functional and the def2-TZVPD basis

Last column: Löwdin charge in e.
Geometry (Å):
N1 0.4899 -0.7996 0.3728  0.173
C1 0.1867 0.3910 -0.1866  -0.655
O1 -0.9316 0.9395 0.3982  0.068
O2 0.6432 0.8752 -1.1923  0.081
H1 -0.2535 -1.3231 0.7966  0.106
H2 1.3344 -1.3003 0.1684  0.111
H3 -1.4691 1.2173 -0.3572  0.117

Properties
Relative energy (zero: lowest compared OMol25 entry of this formula, charge and spin) = 8.77 kcal per mole
Frontier orbital gap = 11.05 eV
M = 61.040 Da
LUMO energy = 0.6418 eV
E_tot = -6671.2836 eV